Entry 1:
{"formula": "C7H7OS2", "method": "ωB97M-V/def2-TZVPD", "symbols": ["C", "C", "O", "C", "C", "S", "C", "S", "C", "C", "H", "H", "H", "H", "H", "H", "H"], "coordinates": [[0.78954, 0.40045, -2.30467], [1.01844, 0.07691, -0.86852], [2.15472, 0.16001, -0.42963], [-0.16071, -0.10386, -0.10404], [-1.55001, -0.40495, -0.43279], [-2.19015, -0.78298, -1.95612], [-2.33260, -0.53886, 0.67250], [-1.55037, -0.21204, 2.18241], [-0.09346, -0.04240, 1.35984], [1.13392, 0.13461, 2.21614], [1.52554, -0.01252, -3.05020], [0.76752, 1.48032, -2.38652], [-0.28933, -0.03366, -2.54778], [-3.43901, -0.74347, 0.52875], [1.49703, -0.89322, 2.64397], [1.91204, 0.62029, 1.46362], [0.80688, 0.89537, 3.01303]], "forces_ev_per_a": [[-1.895, -1.631, -1.690], [0.906, 0.970, -1.846], [0.777, -0.474, 0.621], [-1.727, -0.588, 5.509], [0.775, -0.327, -0.087], [-0.832, -0.270, -1.343], [-2.521, 0.065, 0.092], [-0.343, -0.348, -1.167], [1.482, -0.037, -1.870], [0.865, 1.044, -0.628], [-0.428, 0.358, 1.083], [-0.056, 0.325, -0.103], [2.074, 1.077, -0.040], [1.634, 0.297, 0.677], [-0.478, 2.092, -0.694], [-1.210, -1.226, 2.129], [0.978, -1.327, -0.643]], "mulliken_charge": [-0.757, 0.770, -0.682, -0.347, 0.052, -0.674, -0.419, -0.285, 0.505, -0.889, 0.283, 0.219, 0.084, 0.339, 0.196, 0.264, 0.342], "spin_multiplicity": 1, "e_lumo_ev": 3.12, "relative_energy_kj_mol": 57.7, "smiles": "CC(=O)c1c([S-])csc1C", "total_charge": -1}

=====

Entry 2:
{"formula": "C15H20F7N3O4S2Ti", "method": "ωB97M-V/def2-TZVPD", "symbols": ["Ti", "F", "C", "F", "F", "S", "O", "O", "N", "S", "O", "O", "C", "F", "F", "F", "F", "C", "C", "C", "C", "C", "C", "C", "H", "H", "H", "H", "H", "H", "C", "C", "N", "C", "C", "C", "C", "N", "H", "H", "H", "H", "H", "H", "H", "H", "H", "H", "H", "H", "H", "H"], "coordinates": [[-0.78636, -0.87325, 0.17983], [4.15804, -0.25782, 0.94727], [3.25449, -0.45085, 0.02473], [3.77376, -0.97142, -1.06279], [2.62762, 0.68829, -0.26677], [1.98651, -1.65383, 0.65711], [0.92772, -1.65050, -0.43011], [2.58182, -2.91091, 0.89037], [1.39435, -0.84923, 1.85722], [0.25100, -1.08999, 2.89262], [-1.05339, -0.99467, 2.10726], [0.31548, -0.25697, 4.02436], [0.26868, -2.88687, 3.38751], [-0.74456, -3.10278, 4.18938], [1.41208, -3.15964, 3.95448], [0.12306, -3.58248, 2.25596], [-1.53826, -6.31597, 0.25004], [-1.77965, -5.05568, -0.03836], [-2.59056, -4.32160, 0.82268], [-2.83731, -3.00055, 0.52828], [-2.30266, -2.40975, -0.64301], [-2.47551, -0.98199, -0.90938], [-1.47927, -3.19504, -1.48582], [-1.21734, -4.51444, -1.18844], [-3.01661, -4.80361, 1.69236], [-3.48464, -2.41736, 1.17294], [-3.25648, -0.46671, -0.34777], [-2.38342, -0.64685, -1.93951], [-1.07999, -2.76395, -2.39727], [-0.60676, -5.13622, -1.82879], [1.69495, 4.54160, -2.02926], [0.24099, 4.10076, -2.03592], [-0.07707, 3.19905, -0.90677], [-0.19532, 3.83980, 0.42040], [1.00464, 3.59241, 1.32846], [-0.22246, 1.90736, -1.05783], [-0.01672, 1.26495, -2.39728], [-0.55299, 1.10231, -0.03457], [1.88204, 5.17831, -2.89255], [2.37187, 3.68743, -2.08372], [1.93539, 5.12001, -1.13790], [-0.01903, 3.60834, -2.96748], [-0.42376, 4.95896, -1.94048], [-1.13353, 3.51982, 0.88182], [-0.30478, 4.90554, 0.23457], [1.16897, 2.53434, 1.53759], [0.84515, 4.09889, 2.27920], [1.91606, 3.98825, 0.88422], [-0.83579, 1.50733, -3.07616], [0.03939, 0.18198, -2.29272], [0.91099, 1.60077, -2.85695], [-0.67086, 1.59442, 0.84701]], "forces_ev_per_a": [[-0.161, 0.194, -0.011], [-0.003, -0.008, 0.040], [-0.069, 0.067, -0.079], [-0.009, -0.016, -0.004], [0.041, 0.005, 0.000], [0.181, -0.129, 0.070], [-0.285, 0.091, -0.043], [-0.006, 0.006, 0.020], [0.161, 0.118, 0.154], [0.165, -0.044, 0.219], [0.031, -0.074, -0.308], [-0.021, 0.053, -0.029], [-0.072, -0.010, -0.075], [0.024, 0.001, -0.013], [0.003, 0.020, 0.000], [-0.004, -0.024, 0.058], [0.014, -0.014, 0.004], [-0.035, 0.030, -0.022], [0.005, -0.019, 0.034], [-0.006, -0.004, -0.029], [0.110, 0.061, 0.013], [-0.006, 0.057, -0.020], [-0.029, -0.016, 0.014], [0.022, -0.015, -0.005], [0.000, 0.000, -0.003], [0.002, 0.000, 0.005], [-0.047, -0.007, -0.064], [-0.030, -0.001, -0.003], [0.004, 0.001, 0.000], [-0.003, -0.002, 0.002], [0.004, 0.001, -0.005], [0.051, 0.052, -0.017], [-0.001, -0.048, 0.029], [0.007, 0.038, 0.036], [-0.010, -0.019, -0.035], [-0.028, 0.043, -0.061], [0.001, 0.009, 0.033], [0.021, -0.366, 0.106], [-0.005, 0.000, -0.003], [-0.003, 0.004, 0.002], [0.001, -0.004, -0.009], [0.002, -0.013, -0.002], [-0.017, -0.017, 0.007], [0.002, 0.004, -0.005], [-0.011, 0.000, -0.006], [-0.005, -0.016, 0.000], [-0.011, 0.005, -0.001], [-0.003, -0.008, 0.007], [-0.013, -0.004, 0.017], [0.009, 0.000, -0.026], [0.013, -0.008, 0.004], [0.017, 0.025, 0.003]], "mulliken_charge": [0.535, -0.150, 0.503, -0.163, -0.151, 1.124, -0.460, -0.482, -0.439, 1.060, -0.561, -0.515, 0.680, -0.172, -0.163, -0.141, -0.289, 0.441, -0.739, -0.493, 0.527, -0.557, -0.321, -0.696, 0.533, 0.467, 0.338, 0.452, 0.422, 0.499, -1.000, -0.766, 0.173, -1.169, -0.606, 1.414, -1.893, -0.062, 0.414, 0.268, 0.309, 0.445, 0.396, 0.540, 0.427, 0.069, 0.409, 0.288, 0.475, 0.184, 0.482, 0.115], "spin_multiplicity": 1, "e_lumo_ev": -7.99, "relative_energy_kj_mol": 0.0, "total_charge": 2}

=====

Entry 3:
{"formula": "C24H66O13S10", "method": "ωB97M-V/def2-TZVPD", "symbols": ["C", "C", "C", "O", "C", "O", "O", "H", "H", "H", "H", "H", "H", "C", "S", "O", "C", "H", "H", "H", "H", "H", "H", "C", "S", "O", "C", "H", "H", "H", "H", "H", "H", "C", "S", "O", "C", "H", "H", "H", "H", "H", "H", "C", "S", "O", "C", "H", "H", "H", "H", "H", "H", "C", "S", "O", "C", "H", "H", "H", "H", "H", "H", "C", "S", "O", "C", "H", "H", "H", "H", "H", "H", "C", "S", "O", "C", "H", "H", "H", "H", "H", "H", "C", "S", "O", "C", "H", "H", "H", "H", "H", "H", "C", "S", "O", "C", "H", "H", "H", "H", "H", "H", "C", "S", "O", "C", "H", "H", "H", "H", "H", "H"], "coordinates": [[40.44964, -5.76763, -1.27782], [39.45101, -6.56221, -0.51477], [38.32818, -5.73427, -0.03823], [37.26128, -6.25468, -0.79124], [37.61130, -7.27736, -1.54597], [36.81983, -8.01706, -2.10987], [38.84577, -7.45843, -1.43660], [41.05394, -6.48424, -1.83406], [41.10596, -5.12364, -0.69247], [39.90354, -5.26935, -2.07880], [39.90056, -7.07300, 0.33676], [38.42016, -4.66360, -0.22077], [38.20390, -5.76872, 1.04412], [41.72835, 4.56600, 3.61856], [42.86277, 5.74039, 2.72209], [42.52395, 5.15697, 1.35680], [41.99297, 7.41058, 3.06752], [40.69317, 4.62247, 3.28196], [41.79228, 4.83572, 4.67272], [42.22099, 3.59844, 3.52246], [40.97845, 7.19283, 2.73365], [42.33191, 8.29890, 2.53448], [42.09555, 7.39519, 4.15257], [45.68688, -6.21226, 2.39677], [45.65375, -4.98472, 1.12103], [46.69219, -4.02877, 1.63660], [46.33269, -5.93162, -0.28513], [45.53186, -5.73897, 3.36634], [46.72018, -6.52773, 2.54123], [44.93082, -6.96285, 2.16634], [47.27422, -6.45675, -0.12428], [46.43174, -5.20814, -1.09436], [45.64146, -6.73061, -0.55334], [33.90960, -5.89477, 3.80017], [33.73224, -7.51649, 4.71777], [35.16324, -7.97280, 4.70383], [33.47261, -6.82795, 6.37918], [33.20870, -5.08669, 4.00951], [33.94039, -5.92463, 2.71101], [34.76301, -5.33029, 4.17584], [32.47665, -6.60715, 6.76311], [34.13233, -5.96034, 6.36727], [33.89622, -7.45925, 7.16028], [47.90429, 2.31560, 6.75037], [47.55357, 1.91536, 4.99736], [46.04380, 1.89885, 4.96278], [47.80431, 3.50852, 4.18405], [47.43668, 3.29976, 6.78013], [48.97201, 2.46127, 6.91415], [47.42977, 1.60897, 7.43125], [47.31298, 3.26009, 3.24331], [48.78713, 3.97698, 4.13200], [46.96205, 4.15371, 4.43393], [35.19836, 0.07501, 0.38336], [36.25149, 0.06807, -1.15897], [37.56719, -0.58343, -0.79704], [35.19575, -1.10197, -2.28512], [34.31213, 0.61821, 0.05528], [35.85132, 0.55205, 1.11422], [35.08010, -0.97612, 0.64652], [35.63394, -1.08440, -3.28301], [34.17099, -0.73056, -2.29050], [35.25349, -2.11168, -1.87863], [41.71441, -0.68042, -4.04239], [43.10910, 0.56265, -3.99988], [42.88050, 1.64761, -5.07884], [42.64737, 1.31158, -2.38039], [41.80668, -1.23662, -4.97525], [40.74463, -0.18297, -4.05590], [41.67126, -1.45923, -3.28101], [42.29262, 0.56986, -1.66476], [41.85592, 2.05966, -2.42608], [43.45878, 1.86848, -1.91179], [32.47242, 2.71561, 6.42868], [33.27838, 1.24183, 5.68055], [34.79808, 1.51241, 5.58023], [33.05398, 0.15784, 7.20788], [31.43496, 2.40726, 6.55796], [32.53320, 3.55791, 5.73953], [33.07369, 3.03319, 7.28058], [32.12120, -0.40579, 7.22695], [33.08586, 0.89212, 8.01282], [33.96088, -0.43214, 7.34033], [39.42191, -7.12342, 6.44151], [41.08780, -7.86724, 6.43781], [41.06020, -8.66695, 7.72507], [40.87729, -9.03941, 5.02839], [39.13574, -6.88588, 5.41692], [39.36434, -6.09881, 6.80887], [38.60642, -7.76138, 6.78225], [41.90080, -9.20063, 4.68994], [40.42793, -8.66489, 4.10866], [40.39764, -9.98671, 5.27469], [37.37654, -3.15921, 12.24629], [37.99100, -3.95326, 10.78343], [36.81807, -4.58991, 10.07401], [38.21321, -2.38143, 9.79331], [36.36287, -3.51193, 12.43643], [37.32645, -2.08660, 12.05898], [38.01444, -3.29439, 13.11974], [39.22964, -2.00184, 9.89777], [37.51389, -1.61100, 10.11807], [37.89895, -2.46362, 8.75283], [41.87810, -1.18411, 3.15306], [40.40145, -2.27709, 2.92762], [40.58719, -3.50166, 3.77768], [39.03772, -1.26144, 3.75227], [41.75494, -0.49302, 3.98692], [41.73012, -0.55340, 2.27646], [42.81355, -1.74268, 3.12113], [38.03760, -1.67983, 3.63909], [39.02663, -0.28508, 3.26780], [39.27439, -1.24712, 4.81617]], "forces_ev_per_a": [[0.734, -0.588, -1.195], [1.535, 0.385, 0.410], [-0.726, 1.189, 0.654], [-2.568, 1.704, 0.859], [-4.878, -1.953, -0.348], [1.229, 1.544, 0.296], [4.875, -1.767, -0.126], [0.445, 0.001, 0.162], [-0.338, 0.101, 0.000], [0.096, 0.643, 0.202], [0.046, -0.583, -0.364], [0.156, 0.012, -0.503], [-0.607, -0.615, 0.006], [1.058, 1.488, 1.415], [-1.586, -1.321, -1.461], [0.867, 1.519, 0.426], [-0.349, -2.214, -0.416], [0.338, 0.002, -0.373], [-0.280, -0.136, 0.278], [-0.236, 0.122, -0.382], [-0.187, 0.226, 0.329], [0.612, -0.398, 0.212], [-0.211, 0.678, -0.025], [0.157, -0.345, 0.340], [0.913, 0.755, 0.514], [-0.359, -0.102, -0.813], [-0.038, -0.302, 0.209], [-0.780, 0.351, -0.284], [-0.014, -0.627, -0.637], [0.325, -0.341, 0.320], [0.224, 0.472, 0.442], [-0.040, -0.122, 0.008], [-0.413, 0.266, -0.095], [-0.489, 1.234, 0.608], [1.028, 0.789, -0.809], [-0.846, -0.151, 0.273], [0.809, 0.576, 0.563], [-1.159, -0.585, 0.246], [0.180, -0.832, 0.153], [0.835, -0.923, 0.029], [-0.213, 0.189, -0.831], [-0.292, 0.303, 0.303], [0.208, -0.596, -0.530], [0.088, 1.085, -0.975], [-1.154, 0.148, 0.490], [0.623, -0.529, 0.013], [-0.903, -0.130, -0.377], [-0.171, -0.054, 0.647], [0.022, -0.319, 0.084], [0.136, -0.031, -0.335], [1.095, -0.341, -0.817], [-0.178, -0.222, -0.091], [0.392, 0.402, 1.351], [1.235, -0.734, -1.614], [0.098, -0.582, -0.275], [-1.303, 0.112, -0.329], [0.933, 0.559, 1.283], [-0.108, -0.103, 0.650], [-0.410, 0.287, -0.040], [-0.479, 0.148, 0.128], [0.022, 0.192, 0.170], [0.090, 0.034, -0.010], [-0.042, 0.055, 0.067], [-0.210, 0.260, -0.712], [-0.990, 1.443, -0.529], [0.059, -2.142, 1.900], [-0.237, 0.301, 0.403], [0.184, 0.283, -0.202], [0.126, 0.283, 0.023], [0.606, 0.422, 0.471], [0.230, -0.328, -0.193], [-0.227, -0.171, -0.770], [0.439, -0.339, -0.369], [0.798, -0.262, -0.815], [2.051, 0.009, 0.549], [-2.546, -0.333, 0.333], [0.529, 1.351, -0.172], [0.065, 0.289, 0.542], [-0.131, -0.283, -0.360], [-0.460, -0.370, 0.405], [0.184, 0.022, -0.222], [-0.248, -0.193, 0.214], [-0.229, -0.249, -0.489], [-0.443, 0.777, -1.755], [-1.843, -0.651, 1.241], [0.646, 0.388, -1.239], [0.634, 0.037, -0.437], [0.238, -0.359, -0.535], [0.469, -0.338, 0.992], [0.526, -0.190, 0.538], [0.170, -0.450, 0.344], [-0.474, 0.613, 0.397], [0.056, 0.200, 0.448], [-0.361, 1.018, 0.779], [-0.760, 0.271, -2.460], [0.655, 0.119, 0.875], [-0.172, 0.338, 0.359], [0.132, -0.217, -0.036], [-0.112, -0.066, 0.159], [0.005, -0.352, -0.123], [-0.001, -0.079, -0.120], [0.044, -0.079, 0.585], [0.555, -0.951, -0.048], [-1.715, 0.682, -0.303], [-0.401, -0.626, 0.729], [-0.144, 0.531, -0.253], [1.089, -0.150, -0.286], [0.298, -0.453, 0.384], [0.593, 0.073, -0.255], [-0.336, -0.043, 0.077], [0.348, -0.503, -0.353], [0.154, 0.142, 0.267], [0.108, 0.300, -0.062]], "mulliken_charge": [-1.456, 0.521, -0.293, -0.359, 0.704, -0.617, -0.363, 0.364, 0.385, 0.377, 0.256, 0.208, 0.263, -0.904, 0.489, -0.604, -0.857, 0.333, 0.364, 0.282, 0.270, 0.328, 0.300, -0.964, 0.569, -0.651, -0.893, 0.342, 0.332, 0.335, 0.309, 0.284, 0.341, -1.034, 0.458, -0.573, -0.827, 0.404, 0.338, 0.329, 0.355, 0.217, 0.332, -0.824, 0.477, -0.607, -0.961, 0.253, 0.334, 0.312, 0.320, 0.365, 0.330, -0.886, 0.461, -0.555, -0.853, 0.379, 0.299, 0.264, 0.301, 0.339, 0.250, -0.928, 0.478, -0.606, -0.807, 0.326, 0.303, 0.351, 0.237, 0.323, 0.326, -0.956, 0.474, -0.612, -0.833, 0.349, 0.341, 0.322, 0.317, 0.265, 0.331, -0.861, 0.527, -0.642, -0.860, 0.242, 0.362, 0.332, 0.314, 0.265, 0.326, -0.773, 0.505, -0.619, -1.007, 0.296, 0.243, 0.316, 0.347, 0.334, 0.357, -0.898, 0.550, -0.618, -0.955, 0.310, 0.309, 0.333, 0.336, 0.317, 0.318], "spin_multiplicity": 1, "e_lumo_ev": -0.03}

=====

no.,electronic energy (a.u.)
1,-1142.5610
2,-3393.1644
3,-5913.4977